{
  "formula": "C36H46F5NO3ReS2Si3",
  "method": "ωB97M-V/def2-TZVPD",
  "species": ["Re", "C", "Si", "C", "C", "C", "Si", "C", "C", "C", "Si", "C", "C", "C", "C", "C", "C", "C", "N", "H", "H", "H", "H", "H", "H", "H", "H", "H", "H", "H", "H", "H", "H", "H", "H", "H", "H", "H", "H", "H", "H", "H", "H", "H", "H", "H", "H", "O", "S", "C", "C", "C", "C", "S", "O", "C", "C", "C", "C", "C", "C", "C", "C", "C", "C", "C", "C", "H", "H", "H", "H", "H", "H", "H", "H", "H", "H", "H", "H", "H", "H", "H", "H", "H", "H", "F", "C", "C", "F", "C", "F", "C", "O", "C", "F", "C", "F"],
  "xyz": [[0.240, 0.079, -0.387], [3.469, -0.297, -2.857], [3.379, 0.652, -1.242], [5.106, 0.689, -0.529], [2.934, 2.400, -1.696], [2.148, -0.116, 0.154], [2.585, 0.601, 1.910], [2.739, 2.458, 1.813], [1.242, 0.216, 3.156], [4.140, -0.198, 2.584], [2.465, -2.006, 0.097], [1.733, -2.908, 1.555], [4.191, -2.650, -0.159], [1.496, -2.345, -1.505], [1.594, -3.467, -2.313], [0.948, -3.502, -3.539], [0.224, -2.393, -3.947], [0.147, -1.301, -3.105], [0.755, -1.281, -1.910], [4.308, 0.149, -3.401], [2.583, -0.160, -3.476], [3.676, -1.363, -2.778], [5.738, 1.072, -1.337], [5.508, -0.279, -0.237], [5.210, 1.379, 0.307], [3.862, 2.887, -2.010], [2.511, 2.982, -0.883], [2.247, 2.441, -2.544], [2.854, 2.846, 2.829], [1.825, 2.892, 1.395], [3.582, 2.822, 1.227], [0.731, -0.736, 2.992], [0.490, 1.000, 3.167], [1.702, 0.180, 4.147], [5.030, -0.082, 1.972], [4.003, -1.260, 2.795], [4.343, 0.282, 3.546], [2.300, -2.681, 2.460], [1.800, -3.987, 1.397], [0.693, -2.657, 1.759], [4.850, -2.410, 0.677], [4.661, -2.306, -1.078], [4.118, -3.741, -0.203], [2.195, -4.308, -1.988], [1.025, -4.373, -4.178], [-0.271, -2.361, -4.908], [-0.401, -0.414, -3.385], [-1.046, 0.929, 1.135], [-1.648, 2.363, 1.109], [-3.393, 2.118, 0.694], [-4.038, 0.919, 1.376], [-3.776, -0.406, 0.631], [-3.180, -1.478, 1.540], [-1.790, -2.402, 0.834], [-1.096, -1.378, -0.115], [-2.529, -3.514, -0.309], [-2.410, -4.863, -0.003], [-2.985, -5.793, -0.860], [-3.643, -5.363, -2.002], [-3.734, -4.006, -2.305], [-3.178, -3.067, -1.457], [-1.796, 2.828, 2.808], [-1.886, 4.195, 3.047], [-2.056, 4.636, 4.351], [-2.114, 3.718, 5.390], [-1.998, 2.356, 5.139], [-1.842, 1.899, 3.839], [-3.434, 2.040, -0.394], [-3.859, 3.065, 0.976], [-5.109, 1.106, 1.448], [-3.687, 0.866, 2.407], [-3.080, -0.215, -0.182], [-4.695, -0.771, 0.176], [-3.890, -2.247, 1.849], [-2.746, -1.044, 2.442], [-1.884, -5.184, 0.888], [-2.912, -6.848, -0.636], [-4.089, -6.090, -2.668], [-4.247, -3.685, -3.201], [-3.232, -2.013, -1.689], [-1.813, 4.905, 2.231], [-2.129, 5.696, 4.554], [-2.237, 4.067, 6.407], [-2.027, 1.650, 5.957], [-1.720, 0.845, 3.631], [-2.738, 4.355, -4.927], [-2.042, 3.760, -3.974], [-1.000, 4.427, -3.345], [-0.713, 5.667, -3.694], [-0.264, 3.811, -2.346], [0.685, 4.501, -1.726], [-0.534, 2.498, -1.968], [0.129, 1.908, -0.959], [-1.604, 1.870, -2.588], [-1.969, 0.638, -2.144], [-2.356, 2.473, -3.579], [-3.373, 1.817, -4.130]],
  "lowdin_spin": [0.803, 0.003, 0.005, 0.000, -0.001, 0.047, 0.023, 0.002, -0.001, 0.006, 0.012, 0.000, 0.005, 0.009, 0.001, 0.011, -0.001, 0.012, -0.001, 0.000, 0.000, 0.000, 0.000, 0.000, 0.000, 0.000, 0.000, 0.000, 0.000, 0.000, 0.000, 0.000, 0.000, 0.000, 0.000, 0.000, 0.001, 0.000, 0.000, 0.000, 0.000, 0.000, 0.001, 0.000, 0.001, 0.000, 0.000, 0.028, 0.003, 0.000, 0.000, 0.000, 0.002, 0.008, 0.013, 0.000, 0.000, 0.000, 0.000, 0.000, 0.000, 0.002, 0.000, 0.000, 0.000, 0.000, 0.000, 0.000, 0.000, 0.000, 0.000, 0.000, 0.000, 0.000, 0.000, 0.000, 0.000, 0.000, 0.000, 0.000, 0.000, 0.000, 0.000, 0.000, 0.000, 0.000, 0.000, 0.000, 0.000, -0.001, 0.000, 0.001, -0.002, 0.001, 0.005, 0.000, 0.000],
  "e_lumo_ev": [-6.0, -6.1],
  "total_energy_ev": -106719.36407,
  "total_charge": 2,
  "relative_energy_kcal_mol": 0.0,
  "multiplicity": 2,
  "largest_force_ev_per_a": 0.43,
  "homo_ha": [-0.4918, -0.4831],
  "mol_weight_g_mol": 970.36
}

=====

{
  "formula": "C36H46LaN11O3S",
  "method": "ωB97M-V/def2-TZVPD",
  "species": ["La", "O", "C", "C", "C", "C", "C", "C", "C", "O", "N", "N", "C", "C", "C", "C", "C", "C", "N", "H", "H", "H", "H", "H", "H", "H", "H", "H", "H", "C", "N", "C", "N", "S", "H", "H", "H", "H", "H", "H", "C", "C", "N", "C", "C", "N", "C", "C", "H", "H", "H", "H", "H", "H", "H", "H", "H", "H", "H", "H", "C", "N", "C", "C", "N", "C", "H", "H", "H", "H", "H", "H", "C", "N", "N", "C", "O", "C", "C", "C", "C", "C", "C", "C", "C", "C", "H", "H", "H", "H", "H", "H", "H", "H", "H", "H", "H", "H"],
  "xyz": [[-17.063, -8.900, -3.938], [-16.012, -9.285, -8.404], [-15.289, -8.218, -8.757], [-14.914, -7.934, -10.059], [-14.181, -6.838, -10.383], [-13.697, -5.987, -9.380], [-13.967, -6.250, -8.031], [-14.783, -7.368, -7.683], [-15.255, -7.562, -6.314], [-16.086, -8.529, -6.151], [-14.911, -6.665, -5.394], [-15.660, -6.756, -4.296], [-15.774, -5.815, -3.369], [-16.511, -5.990, -2.192], [-16.429, -4.995, -1.074], [-16.944, -5.279, 0.161], [-17.430, -6.562, 0.416], [-17.596, -7.375, -0.700], [-17.145, -7.195, -1.923], [-16.212, -9.129, -7.356], [-15.263, -8.579, -10.862], [-13.915, -6.607, -11.452], [-13.076, -5.090, -9.672], [-13.599, -5.585, -7.220], [-15.268, -4.826, -3.483], [-15.971, -4.029, -1.174], [-16.902, -4.530, 1.017], [-17.858, -6.875, 1.389], [-18.048, -8.331, -0.472], [-16.233, -13.800, -1.697], [-16.887, -12.513, -1.974], [-18.149, -12.204, -1.761], [-19.025, -13.147, -1.346], [-18.588, -10.526, -1.876], [-15.246, -13.732, -1.176], [-16.056, -14.414, -2.589], [-16.881, -14.304, -0.987], [-16.254, -11.687, -2.211], [-18.911, -14.145, -1.556], [-19.969, -12.779, -1.316], [-18.636, -10.317, -7.057], [-19.646, -11.260, -7.833], [-20.215, -12.441, -7.106], [-20.898, -11.807, -5.992], [-20.062, -10.813, -5.126], [-18.646, -10.723, -5.623], [-18.154, -12.115, -5.623], [-19.049, -13.080, -6.514], [-18.894, -9.276, -7.279], [-17.680, -10.430, -7.543], [-19.125, -11.620, -8.739], [-20.488, -10.671, -8.207], [-21.258, -12.608, -5.307], [-21.694, -11.234, -6.389], [-20.081, -11.107, -4.025], [-20.500, -9.828, -5.054], [-18.180, -12.522, -4.644], [-17.149, -12.078, -5.997], [-19.454, -13.924, -5.949], [-18.366, -13.441, -7.289], [-12.396, -7.745, -2.833], [-13.231, -8.956, -2.879], [-13.254, -9.777, -4.013], [-14.388, -10.524, -3.925], [-15.081, -10.233, -2.745], [-14.378, -9.196, -2.221], [-12.812, -6.937, -3.505], [-11.366, -7.841, -3.123], [-12.434, -7.350, -1.799], [-12.424, -9.825, -4.739], [-14.726, -11.349, -4.577], [-14.638, -8.702, -1.325], [-22.092, -4.041, -4.196], [-21.626, -5.421, -4.025], [-20.336, -5.863, -4.514], [-20.132, -7.102, -3.958], [-19.132, -7.819, -4.347], [-21.202, -7.427, -3.063], [-22.111, -6.378, -3.188], [-23.398, -6.251, -2.432], [-19.632, -5.189, -5.582], [-19.866, -5.437, -6.931], [-19.155, -4.722, -7.899], [-18.164, -3.865, -7.517], [-18.015, -3.486, -6.175], [-18.690, -4.198, -5.193], [-23.048, -3.960, -3.694], [-22.184, -3.906, -5.270], [-21.358, -3.373, -3.820], [-21.228, -8.205, -2.348], [-23.215, -6.607, -1.381], [-24.273, -6.864, -2.876], [-23.599, -5.207, -2.250], [-20.654, -6.167, -7.196], [-19.419, -4.911, -8.912], [-17.482, -3.435, -8.189], [-17.396, -2.653, -5.924], [-18.718, -3.851, -4.141]],
  "lowdin_charge": [1.957, 0.009, -0.247, -0.027, -0.075, -0.088, -0.022, -0.068, -0.405, -0.208, 0.069, -0.120, -0.105, -0.228, 0.016, -0.064, -0.031, -0.181, -0.025, 0.032, 0.128, 0.136, 0.123, 0.114, 0.147, 0.109, 0.148, 0.131, 0.046, -0.037, -0.059, -0.832, 0.132, 0.569, 0.109, 0.093, 0.076, 0.080, 0.129, 0.101, -0.139, -0.131, -0.113, -0.173, -0.163, -0.212, -0.152, -0.149, 0.124, 0.083, 0.127, 0.116, 0.131, 0.103, 0.072, 0.091, 0.082, 0.106, 0.119, 0.123, 0.007, -0.078, -0.023, -0.177, -0.103, -0.171, 0.099, 0.093, 0.107, 0.155, 0.127, 0.132, 0.042, -0.024, 0.082, -0.380, -0.277, 0.069, -0.242, -0.002, -0.204, 0.001, -0.052, -0.055, -0.050, -0.019, 0.091, 0.102, 0.085, 0.104, 0.108, 0.135, 0.060, 0.135, 0.109, 0.102, 0.107, 0.123],
  "e_lumo_ev": -5.9,
  "total_energy_ev": -72296.35510,
  "total_charge": 2,
  "relative_energy_kcal_mol": 49.1,
  "largest_force_ev_per_a": 5.06,
  "homo_ha": -0.4419,
  "mol_weight_g_mol": 851.81
}

=====

What is the formula in the first record?
C36H46F5NO3ReS2Si3